No. 1
{
  "formula": "CH8ClNiO7",
  "method": "ωB97M-V/def2-TZVPD",
  "symbols": ["Ni", "C", "O", "O", "O", "Cl", "O", "H", "H", "O", "H", "H", "O", "H", "H", "O", "H", "H"],
  "positions_angstrom": [[0.0993, 0.3053, -0.4169], [0.1277, -2.6541, -0.4577], [-0.4422, -3.7760, -0.4727], [-0.5193, -1.5211, -0.4673], [1.4129, -2.5985, -0.1665], [1.5726, 0.6388, -2.3315], [-1.5659, 1.1277, -1.4206], [-2.2595, 0.5519, -1.7615], [-1.7424, 2.0028, -1.7746], [1.5318, -0.5845, 0.8298], [1.5390, -1.5762, 0.4389], [2.3454, -0.4601, 1.3206], [0.8023, 2.1958, 0.4549], [1.0483, 2.1381, 1.3830], [0.7673, 3.1340, 0.2507], [-1.2986, 0.5225, 1.3123], [-1.1842, 0.1074, 2.1728], [-2.2346, 0.4463, 1.1063]],
  "forces_ev_per_a": [[1.811, -1.016, -0.097], [0.719, -2.095, 1.944], [-0.199, 1.242, -0.849], [-1.264, 0.540, -0.974], [-0.421, -1.006, -0.954], [-0.570, 0.254, 0.416], [-0.787, 0.155, 0.075], [0.297, -0.311, -0.029], [0.326, 0.013, -0.090], [-0.140, 3.185, 2.061], [0.095, -1.515, -1.179], [0.076, 0.387, -0.240], [0.001, 0.485, 0.160], [-0.021, -0.282, -0.018], [0.026, -0.061, -0.266], [-0.267, 0.575, 0.419], [0.254, -0.353, -0.214], [0.063, -0.197, -0.164]],
  "lowdin_spin": [1.7571, 0.0043, 0.0095, 0.0691, 0.0011, 0.0588, 0.0187, 0.0008, 0.0023, 0.0383, -0.0003, 0.0042, 0.0141, 0.0010, 0.0012, 0.0183, 0.0008, 0.0007],
  "lumo_energy_ev": [2.1496, 2.1444],
  "e_tot_ha": -2538.1952,
  "total_charge": -1,
  "spin_multiplicity": 3,
  "homo_energy_ev": [-3.39, -3.43],
  "gap_ev": [5.5, 5.6]
}

---

No. 2
{
  "formula": "CH8MnO7",
  "method": "ωB97M-V/def2-TZVPD",
  "symbols": ["Mn", "C", "O", "O", "O", "O", "H", "H", "O", "H", "H", "O", "H", "H", "O", "H", "H"],
  "positions_angstrom": [[7.4434, -1.5961, 13.1970], [5.1124, -2.6486, 13.3789], [5.4356, -1.4718, 13.8619], [3.9691, -3.0967, 13.2777], [6.1944, -3.2707, 12.8928], [8.7620, -2.7943, 11.9628], [9.6792, -2.8712, 11.6810], [8.3426, -3.6513, 11.7888], [7.7721, 0.2482, 14.1747], [7.7323, 0.4443, 15.1181], [8.1311, 1.0395, 13.7578], [7.2556, -0.4357, 11.3914], [6.4477, -0.0167, 11.0690], [7.9579, -0.1579, 10.7937], [8.3705, -2.5458, 14.8935], [9.0029, -2.1373, 15.4947], [8.1891, -3.4232, 15.2508]],
  "forces_ev_per_a": [[-2.374, -1.345, 0.212], [-0.256, -0.297, -0.976], [0.361, 0.828, 0.326], [0.602, 0.171, 0.395], [0.714, -0.228, -0.068], [0.733, -0.424, -0.552], [-0.023, -0.004, 0.072], [-0.396, 0.209, 0.177], [0.718, 0.965, 0.407], [-0.298, -0.150, -0.025], [-0.103, -0.018, -0.031], [0.162, 0.734, -0.625], [-0.143, -0.195, 0.244], [-0.056, -0.151, -0.072], [0.732, -0.035, 0.760], [-0.034, -0.070, 0.011], [-0.340, 0.008, -0.253]],
  "lowdin_spin": [4.6233, 0.0079, 0.0764, 0.0145, 0.0768, 0.0413, 0.0047, 0.0018, 0.0473, 0.0036, 0.0041, 0.0433, 0.0029, 0.0040, 0.0416, 0.0036, 0.0029],
  "lumo_energy_ev": [-0.8057, -0.8292],
  "e_tot_ha": -1720.6237,
  "total_charge": 0,
  "spin_multiplicity": 6,
  "homo_energy_ev": [-6.21, -6.73],
  "gap_ev": [5.4, 5.9]
}